1.
Molecular formula: C66H52Br10O8
Method: DFT, ωB97M-V/def2-TZVPD

Structure (XYZ):
```
136
Properties=species:S:1:pos:R:3:forces:R:3
C 19.4125 14.6561 10.0392 1.0397 0.2671 -0.1757
C 28.0783 18.2720 15.0402 0.7801 -0.3927 1.3229
C 20.2167 12.8288 15.7875 -3.0481 1.4771 0.3486
H 21.0363 7.0257 16.2624 0.4521 -0.1985 0.0927
C 16.0209 9.8062 10.3923 -1.2311 0.5303 0.9792
C 29.2985 20.3353 14.9657 -0.5532 1.2787 -0.8548
Br 15.5224 8.5306 18.9407 -0.0105 0.2347 1.7698
C 26.1167 19.2962 13.0862 1.3334 0.1686 0.8242
H 28.8732 16.7415 16.3756 -0.1290 0.7330 0.3494
C 21.5371 12.5142 15.8041 1.0925 0.3029 -0.6833
C 28.1906 12.1339 17.8426 -2.3578 1.4531 -1.0625
Br 19.3420 17.5731 9.9335 0.0757 -0.3791 0.1769
H 14.0739 13.6404 17.1725 -0.6694 0.2128 0.1261
H 17.6993 9.4069 16.9896 1.4259 -0.2018 0.7446
C 21.7442 12.3403 20.5579 -0.1646 -0.2740 0.2209
H 12.7601 12.3862 22.4049 -0.2122 -0.7237 0.6661
C 13.2672 11.6825 12.9949 0.9922 2.3881 0.8424
C 13.4502 13.1847 13.2377 -1.4820 0.0608 0.2634
Br 12.8761 11.2037 20.3123 -0.3142 -0.2862 -1.1808
C 14.2988 13.9859 12.4965 0.1536 -0.3666 -0.1168
H 24.7939 19.4446 19.7386 -0.0170 0.1238 -0.2763
H 15.8323 7.6870 16.7651 -0.0594 0.5459 -0.4295
H 13.6727 16.9920 13.9928 0.3465 -0.3405 -0.2764
H 16.5259 10.7566 16.8483 0.1678 -0.6978 0.1079
H 14.7637 13.5025 21.4507 -0.6033 -0.6816 0.2041
C 25.8406 18.1834 13.8575 -1.2449 -0.5020 -0.2901
C 20.1256 12.8376 13.4187 -0.2108 0.1312 0.7121
C 25.9662 17.8207 19.1047 1.5122 -0.9983 -0.0784
C 24.5357 17.6415 13.8000 0.9320 -0.0555 -0.1279
H 22.0019 12.1888 12.4629 -0.9342 0.6254 1.1345
C 26.0572 12.6316 16.8126 1.1126 -0.3122 0.0545
H 28.9466 11.4565 18.0869 1.0298 -0.9617 0.3951
O 27.9087 20.7136 12.4961 1.2809 2.2506 -1.8155
Br 23.5546 12.0066 19.8936 -0.3708 -0.2117 -0.2413
C 28.9116 17.8057 16.1183 -0.2701 0.8713 -1.8389
C 27.2743 14.3871 17.9367 0.1539 -0.7447 0.7732
Br 19.3127 11.6325 21.6689 -0.9040 0.2554 0.2391
H 20.3939 14.7881 10.5275 -0.3733 -0.5143 -0.3415
C 15.9261 13.5863 18.3266 1.3325 0.1699 -1.5865
H 20.3657 9.1776 14.2023 0.3736 -0.4641 -0.1218
H 19.4671 7.6984 15.9873 0.4041 0.5507 -0.0194
H 23.1791 19.7537 11.4336 0.5232 -0.5481 0.5178
C 21.4684 12.4635 13.4281 0.5501 -0.5722 -2.0761
H 13.2239 9.0932 12.3578 1.1304 0.7622 -0.5054
C 19.5003 13.0755 17.0757 0.7559 0.2721 1.0432
C 28.2882 19.5202 14.4722 0.5885 -0.2517 0.1840
C 13.6342 15.9193 13.7767 -0.9918 0.8088 0.8052
H 15.1026 15.9249 12.2534 0.6115 0.5077 -0.5877
O 20.0875 13.0524 18.1614 -0.8379 -0.0860 -1.3506
H 20.7310 7.4330 13.8173 -0.1055 0.2081 0.1509
H 15.6026 11.9743 21.4884 0.3461 -0.4489 -0.1007
C 23.6538 18.1818 12.9018 -1.2242 -0.5640 -0.4138
H 25.2488 12.3749 16.1821 -0.9642 -0.2061 -0.2388
C 15.1839 11.8066 11.4428 -0.3374 0.8413 -0.5975
H 21.3177 13.1317 19.9830 -0.1073 0.2728 -0.6438
C 20.8011 11.1244 20.5912 1.4535 0.1118 -0.2179
H 15.5134 13.6583 19.3100 -0.3668 0.0377 0.2923
Br 21.0499 9.3425 17.1776 -0.4912 -0.4749 -0.3091
H 22.6478 18.4999 18.5562 0.2923 0.4139 0.2707
O 24.1876 14.5318 16.2640 -0.8867 0.1378 -0.4358
H 21.9190 12.7577 21.5325 -0.0260 -0.2361 0.5712
Br 19.3666 12.9335 9.0173 0.1903 0.8703 0.4785
H 26.8941 18.2308 19.4394 0.3897 0.2190 0.4573
H 11.9164 13.1240 14.7755 0.8989 1.0014 -1.0267
C 24.8947 16.0915 17.9186 -0.2290 -1.7525 -1.4581
C 23.7206 16.8136 17.8613 -0.8377 0.7560 -0.3253
H 21.2638 10.3162 21.1750 -0.1304 0.0588 -0.6891
C 23.6151 18.0132 18.5787 1.2402 -0.8258 -0.5609
O 17.4062 13.5765 13.4211 0.6093 0.2472 1.1329
H 30.4173 18.4804 17.5196 -0.2116 -0.1599 -0.4027
H 22.7236 17.6228 12.7761 -0.0325 0.5436 0.0448
H 29.1126 13.8098 18.8910 -0.2659 -0.1535 -0.4547
C 19.1602 15.8075 9.0839 0.0418 -0.2630 0.4516
H 21.9479 12.5484 16.8096 0.6032 -0.4305 -0.3438
H 16.7960 11.7249 9.9640 -0.4336 0.2593 0.5187
C 18.0193 13.3683 17.0291 -1.0760 -0.1514 -2.0110
C 17.9510 13.4697 14.5123 0.6741 -1.2824 -0.5073
C 14.2331 11.0420 12.1367 -0.0350 -0.9200 -1.2178
C 13.5076 11.6950 22.0283 0.6393 2.1792 -0.8530
H 19.9125 15.8146 8.2965 -0.5356 -0.0326 -0.1858
Br 16.9281 9.6134 14.7014 -0.0192 0.0041 -0.4133
H 16.7242 9.2770 9.7946 0.4464 -0.0821 -0.5385
H 14.9629 8.0627 10.7845 -0.2591 -1.5537 -0.1345
C 26.8741 17.5075 14.6659 -0.2124 -0.5058 0.9745
C 25.0205 14.8291 17.0814 -0.4749 0.5945 0.1431
C 15.8024 13.5335 15.9137 1.9568 0.7447 0.8301
H 18.1170 15.7720 8.8055 0.0581 0.0525 -0.7173
H 13.7473 10.7990 22.5280 -0.3610 -0.7948 1.0047
C 19.4526 13.1279 14.6284 0.8049 -1.0869 -1.9142
O 26.6620 16.4096 15.1527 0.0570 0.0114 -0.2359
H 15.2190 13.7405 15.0554 -0.2935 -0.2624 -0.9835
C 17.2374 13.4354 15.7950 -1.1832 0.2225 2.4797
C 15.1754 13.3352 11.4911 2.3183 0.6182 -0.0505
C 14.7875 12.5089 21.9382 0.0956 0.5902 -0.3183
C 27.2928 15.7613 18.4382 2.9163 1.6300 1.5068
C 15.1367 13.6246 17.1543 2.5191 -0.8689 0.3662
O 16.0038 14.0090 10.8651 -1.5798 -1.3037 0.4606
H 22.9559 16.4584 17.1352 0.3368 0.2184 1.0130
H 11.9587 15.5947 15.1966 0.4616 0.1449 0.0192
C 20.5488 7.9163 15.9064 -0.5185 -0.2126 0.6528
C 14.0664 9.6709 11.8885 0.8007 -0.2929 -0.5644
H 26.9491 10.6981 16.7814 -0.0359 -1.1746 -0.5198
C 16.7662 9.6998 16.6218 -2.0903 0.0104 0.2529
C 29.8242 18.7311 16.6328 -0.1002 -1.5220 1.4008
C 15.6443 8.7155 17.0966 0.4971 0.7230 -2.3020
H 30.6241 20.7497 16.4905 0.3388 -0.2274 0.5146
C 25.1669 19.8593 12.2300 1.4776 0.6356 0.4471
H 24.2314 16.7750 14.3877 0.3624 0.1640 -0.1040
C 26.1647 13.9354 17.2874 -0.4932 -0.3427 -0.4934
O 28.4010 16.2356 18.8087 -2.8522 -0.6601 -0.7207
C 26.0099 16.5413 18.5475 1.2870 0.5024 0.0221
H 23.2890 12.2569 14.5065 -0.1944 -0.2815 0.1744
C 29.9570 19.9922 16.1176 0.2900 0.7990 -0.9270
C 17.3562 13.5079 18.2211 -1.8148 0.1572 0.4160
C 24.8201 18.5236 19.1680 -2.8648 0.3526 0.1284
O 12.4306 11.0870 13.5988 -1.4037 -0.9700 0.6939
H 29.4991 21.3045 14.4615 -0.2375 -0.7826 0.4290
C 12.6944 15.1834 14.5111 0.2457 -2.1291 -1.5868
C 16.0501 11.1870 10.5595 1.0699 -0.3204 -0.5539
C 20.9093 8.2652 14.5027 0.3170 0.7939 -0.3185
C 23.9317 19.3013 12.1100 -0.8381 -0.0260 -0.2360
Br 22.8419 8.6585 14.3372 -0.5104 -0.1673 -0.1323
C 12.6151 13.8006 14.1806 -0.8046 -0.2828 1.8013
C 27.0496 11.7023 17.0650 1.4564 2.3145 1.7735
C 27.5162 19.9355 13.2846 -2.6351 -2.0465 0.6946
H 17.9698 13.5911 19.0957 0.0708 -0.2916 0.5171
H 18.6526 14.5546 10.7810 -0.5836 -0.0595 0.4347
C 15.0053 9.0821 11.0061 -0.5808 1.1297 0.9613
C 22.2109 12.3644 14.5692 -0.0061 0.3401 1.8308
Br 15.2506 12.8692 23.7678 0.4295 0.1925 0.5798
C 14.3979 15.3434 12.7827 -0.2315 -0.4423 0.3703
H 20.4519 10.8296 19.5814 0.2716 0.1084 0.7983
H 25.5035 20.7609 11.7404 -0.2841 0.0775 -0.3708
H 14.7012 9.1080 16.6866 0.2144 -0.4685 0.2604
C 28.2848 13.4721 18.2559 0.4426 -0.6582 0.0286
H 19.6221 12.8623 12.4679 -0.3223 0.2107 -0.0813
```
Positions in Å, forces in eV/Å.

Values from the calculation:
- SMILES: O=C1c2ccccc2C(=O)c2ccccc21.O=C1c2ccccc2C(=O)c2ccccc21.O=C1c2ccccc2C(=O)c2ccccc21.O=C1c2ccccc2C(=O)c2ccccc21.BrCCBr.BrCCBr.BrCCBr.BrCCBr.BrCCBr
- DFT total energy: -28888.325529 Ha
- Lowest unoccupied orbital energy: -1.3 eV
- HOMO: -9.5348 eV
- Multiplicity: 1


2.
Molecular formula: C27H28BCuN9S2Se
Method: DFT, ωB97M-V/def2-TZVPD

Structure (XYZ):
```
69
Properties=species:S:1:pos:R:3:forces:R:3
H -5.0737 0.0564 -1.3732 0.6148 -0.3751 -0.5073
H -1.2189 4.2143 3.1085 -0.1770 0.1303 -0.1982
C 5.2447 1.8386 -1.9098 -0.4387 0.6568 1.6481
C -3.1299 -2.3971 -2.2483 0.5263 0.5886 -0.5924
H -1.4647 3.5632 1.4447 0.1379 -0.0269 0.3639
N -4.1357 -1.8556 -1.5241 -0.1525 -0.5106 0.3882
H -1.2188 -2.5258 -3.9448 -0.1546 -0.3010 0.2657
H 1.6142 -4.0733 -1.6996 -0.0426 0.1757 0.0889
N -1.5287 -2.5840 1.7809 -0.1374 -0.1701 0.5406
C 3.5560 2.2224 -0.0104 0.8085 -0.8188 -0.6530
C -1.5821 -1.5108 -3.9360 0.2387 0.5680 -1.1859
H 3.6683 -0.9144 -5.3095 0.2328 0.4318 0.4498
S -2.6296 -0.1425 1.3500 -0.0849 -0.0119 -0.4363
N 2.0112 0.1216 -2.5753 0.6495 0.1105 -0.6077
H 0.9661 1.2434 4.0869 0.3222 -0.1159 -0.2274
H -5.5011 -1.5891 0.2704 0.5656 -0.3954 -0.0828
C -4.3118 -0.5414 -1.8946 -1.2258 0.6777 1.2478
H -0.2362 -2.6693 3.4808 -0.5027 -0.0356 -0.3544
C 3.2169 2.7630 1.1950 -1.4757 0.1991 1.4129
H 0.3532 -1.6607 2.2011 -0.0474 0.0586 -0.4128
N 6.3782 2.1937 -2.4236 0.2791 0.1073 0.3744
C 4.5697 0.3048 -3.6994 -0.5257 -0.1977 -0.7710
H -3.1733 0.7102 -3.3392 -0.2096 -0.3917 0.2773
H -1.0053 -1.0881 3.1780 -0.0196 -0.4118 -0.2152
C -0.5628 -1.9706 2.6944 0.2543 -0.4096 0.4491
H -1.2795 -4.7525 2.1251 0.2633 0.2857 -0.0505
C -1.0653 0.4237 0.7552 0.0633 -0.4915 -0.0835
Se 7.1696 3.3253 -1.2373 -0.3594 -0.4065 -0.3433
H -1.8905 -1.2771 -4.9612 -0.1854 -0.0054 0.0934
N 1.4223 -3.1420 -1.3751 -0.5427 -0.2919 0.0554
H 0.1983 0.3555 2.4121 0.3014 -0.6839 0.2173
C -0.1921 1.1298 1.7725 -0.5874 0.9594 0.4115
N -2.6679 -1.3547 -3.0149 0.7324 -0.9519 -0.3549
Cu 0.1806 -0.5502 -0.5803 -0.8837 0.0917 0.5135
C 0.7161 -2.2759 -1.0317 0.7395 0.1007 -0.3906
C -2.5278 -1.8735 1.1799 0.1741 -0.8995 0.3228
C 1.0857 1.6155 1.0700 -0.2399 -0.7593 0.5425
H 5.5751 0.3750 -4.0859 0.0510 0.0223 -0.0917
C -0.7254 2.1551 2.9281 0.9362 -0.5437 -0.1404
C 0.2700 2.0680 4.1875 -0.8238 -0.3481 -0.9499
C 2.6439 1.3504 -0.6246 -0.4686 0.3511 0.2648
N 5.7871 3.2511 -0.1002 0.1608 0.1518 0.2492
C -3.4044 -0.2146 -2.8126 0.5039 0.5852 -0.6841
N -3.4440 -2.7359 0.7189 0.1082 0.5712 0.1278
C 2.9754 0.8293 -1.9586 -0.4420 -1.1922 -0.3792
H 0.8466 2.9645 4.3778 -0.0744 0.2908 0.1140
C -1.8495 -3.9452 1.6965 -0.0507 0.6768 0.2387
H -5.2291 -3.5143 -0.3573 -0.0795 0.1194 -0.0381
C -0.8264 3.5410 2.3427 0.5820 0.8712 -0.0985
C -3.0274 -4.0094 1.0467 -0.0762 0.4449 -0.4954
C 3.5492 -0.3667 -4.3655 1.1634 -0.2643 -0.2323
H -3.5668 -4.8532 0.6759 -0.1906 -0.2151 0.0247
B -4.7308 -2.4246 -0.2116 -0.0350 -0.2909 0.1286
C 4.2609 0.9588 -2.5237 0.0241 0.3028 0.0736
H 1.6468 2.9354 2.6238 0.0648 0.1967 0.5246
S -2.4428 -3.9621 -2.3683 -0.5698 0.1993 0.6738
H -2.1759 0.9007 4.0468 -0.0470 0.7017 -0.3624
C 4.9017 2.4512 -0.5889 -0.5881 -0.4524 -1.5346
H -0.3119 1.8018 5.0602 -0.1242 0.3038 0.3309
C 2.3249 -0.4197 -3.7620 -0.8660 0.1579 0.7809
H 0.1638 3.9361 2.0770 -0.5431 0.0802 -0.1489
H 3.9159 3.3907 1.7338 -0.0448 0.0305 -0.0556
N 1.4493 0.9957 -0.0582 1.4791 1.0909 -0.4830
H -2.9235 1.9790 2.8073 0.2257 -0.2033 0.0210
C 1.9478 2.4828 1.7183 1.6895 0.5217 -0.8360
H -2.2780 2.6935 4.2434 0.0531 -0.2270 0.2183
H 1.5643 -0.9713 -4.2815 -0.5904 -0.1139 0.0905
H -0.7385 -0.8599 -3.7314 0.0679 0.3152 0.4484
C -2.1037 1.8840 3.5282 -0.4062 -0.6145 0.0245
```
Positions in Å, forces in eV/Å.

Values from the calculation:
- Relative energy (zero: lowest compared OMol25 entry of this formula, charge and spin): 27.6 kcal per mole
- DFT total energy: -6401.557976 Ha
- Lowest unoccupied orbital energy (spin up / spin down): -1.0 / -1.0 eV
- HOMO (spin up / spin down): -6.5692 / -6.5840 eV
- Multiplicity: 2